No. 1
# C20H60O10

10 unconnected molecules or ions with the total composition C20H60O10 at a distorted geometry (ωB97M-V/def2-TZVPD, the OMol25 dataset).

Each line ends with the Mulliken charge.
Cartesian coordinates (Å):
O: 33.41 25.15 0.60  -0.51
O: 30.05 24.52 -6.90  -0.51
O: 38.17 25.52 -6.54  -0.52
O: 30.90 14.15 -1.21  -0.42
O: 29.65 16.21 1.75  -0.42
O: 34.53 16.19 -3.02  -0.42
O: 28.53 16.21 -3.86  -0.52
O: 33.25 15.94 3.86  -0.50
O: 33.11 20.34 -2.82  -0.47
O: 37.23 22.26 -0.77  -0.48
C: 32.25 20.65 -1.76  -0.05
C: 35.73 15.88 -3.71  -0.26
C: 27.53 17.20 -3.68  -0.02
C: 27.28 15.92 2.07  -1.02
C: 32.86 27.47 0.48  -1.09
C: 33.63 26.32 -0.17  -0.10
C: 36.52 23.84 -6.82  -1.10
C: 38.22 20.52 -2.01  -0.84
C: 37.13 25.12 -7.31  -0.16
C: 28.45 16.90 1.82  -0.18
C: 29.83 23.54 -5.98  -0.18
C: 35.64 16.43 -5.13  -0.90
C: 34.38 16.24 3.06  -0.23
C: 30.80 12.78 -1.06  -0.32
C: 38.13 21.23 -0.67  -0.27
C: 29.30 12.42 -1.09  -0.79
C: 26.88 17.71 -4.93  -1.10
C: 34.63 15.21 1.96  -0.89
C: 32.54 19.85 -0.55  -1.01
C: 30.73 22.43 -6.16  -0.99
H: 27.06 15.33 1.18  0.26
H: 32.00 20.06 0.37  0.37
H: 26.43 16.39 2.56  0.35
H: 28.81 23.14 -6.08  0.26
H: 33.84 20.96 -2.84  0.26
H: 33.57 19.87 -0.18  0.26
H: 33.04 28.44 0.02  0.34
H: 28.82 13.22 -0.53  0.04
H: 35.54 15.32 1.37  0.34
H: 34.69 26.55 -0.27  0.27
H: 31.81 27.18 0.50  0.27
H: 37.55 24.97 -8.31  0.25
H: 38.49 21.23 -2.79  0.29
H: 37.59 23.06 -1.16  0.29
H: 34.37 17.13 -3.11  0.23
H: 38.95 19.72 -2.13  0.35
H: 26.76 17.07 -2.91  0.29
H: 31.26 12.46 -1.99  0.33
H: 36.54 16.27 -3.09  0.25
H: 29.01 11.55 -0.51  0.35
H: 30.40 21.60 -5.53  0.31
H: 28.25 17.42 0.88  0.20
H: 37.73 20.46 -0.01  0.25
H: 35.15 15.66 -5.71  0.25
H: 31.79 22.63 -5.99  0.24
H: 37.31 19.94 -2.19  0.12
H: 33.90 15.40 1.18  0.20
H: 32.40 21.72 -1.67  0.27
H: 35.14 16.30 3.84  0.29
H: 32.21 18.83 -0.73  0.20
H: 33.03 27.63 1.55  0.31
H: 31.22 20.40 -2.02  0.16
H: 34.36 17.26 2.68  0.21
H: 31.82 14.22 -1.45  0.24
H: 27.65 15.16 2.75  0.28
H: 31.36 12.35 -0.23  0.32
H: 35.65 23.49 -7.37  0.37
H: 39.11 21.60 -0.39  0.28
H: 36.33 25.85 -7.41  0.25
H: 29.20 24.90 -7.14  0.32
H: 26.49 18.67 -4.60  0.32
H: 29.85 23.91 -4.96  0.25
H: 37.15 22.97 -7.03  0.30
H: 34.56 14.17 2.26  0.29
H: 29.84 15.87 0.88  0.24
H: 29.01 16.02 -3.04  0.27
H: 28.44 17.52 2.71  0.27
H: 35.82 14.80 -3.70  0.24
H: 27.51 17.78 -5.81  0.32
H: 36.09 23.88 -5.81  0.28
H: 25.99 17.09 -5.10  0.29
H: 30.63 22.07 -7.18  0.31
H: 32.51 15.95 3.24  0.29
H: 38.62 26.26 -6.96  0.32
H: 36.65 16.62 -5.49  0.30
H: 33.91 24.43 0.21  0.27
H: 35.12 17.39 -5.12  0.30
H: 28.10 18.03 -3.26  0.14
H: 28.84 12.32 -2.08  0.27
H: 33.25 26.06 -1.16  0.24

SMILES string	CCO.CCO.CCO.CCO.CCO.CCO.CCO.CCO.CCO.CCO
HOMO level	-0.3638	Eh
HOMO-LUMO gap	10.060	eV

No. 2
# C20H60O10

10 unconnected molecules or ions with the total composition C20H60O10 at a distorted geometry (ωB97M-V/def2-TZVPD, the OMol25 dataset).

Each line ends with the Mulliken charge.
Cartesian coordinates (Å):
O: 1.19 4.88 -2.23  -0.56
O: 3.78 0.45 1.39  -0.41
O: -2.91 2.30 0.96  -0.05
O: -6.50 1.56 -1.52  -0.56
O: -3.64 -1.36 -5.07  -0.57
O: -2.01 -0.30 0.31  -0.40
O: 4.07 -0.32 -1.25  -0.55
O: 1.60 -4.70 0.34  -0.45
O: 2.32 1.78 3.31  -0.50
O: -3.28 -2.83 -0.51  -0.51
C: 1.28 3.59 -1.74  0.27
C: -6.98 -0.72 -1.18  -1.32
C: 2.67 -2.23 -1.74  -0.73
C: -2.81 0.25 -3.47  -0.92
C: -1.56 -4.43 -0.92  -0.96
C: -6.08 0.42 -0.76  0.26
C: -2.52 4.46 1.98  -1.38
C: -2.59 -3.96 0.09  -0.25
C: -3.57 -1.06 -3.73  0.70
C: 5.37 0.36 3.16  -1.37
C: 1.78 -4.60 1.73  -0.64
C: 4.42 -0.44 2.27  0.03
C: -1.90 3.11 1.48  0.43
C: 2.42 -3.21 1.93  -0.61
C: 2.04 3.14 2.97  0.48
C: 2.72 3.23 -1.50  -0.76
C: 0.22 0.54 0.54  -0.33
C: -0.67 -0.65 0.09  0.07
C: 4.11 -1.69 -1.51  -0.48
C: 3.39 3.83 2.70  -1.11
H: -0.42 -1.62 0.51  0.03
H: -3.10 -1.89 -3.19  -0.13
H: 1.46 3.22 2.06  -0.37
H: -1.06 -5.35 -0.64  0.36
H: 4.51 -2.21 -0.64  0.17
H: 3.41 -3.18 1.47  0.23
H: 4.79 -1.91 -2.34  0.41
H: -6.81 -0.98 -2.22  0.28
H: -4.15 -2.17 -5.12  0.33
H: 2.71 -3.32 -1.76  0.28
H: -2.76 5.03 1.08  0.37
H: -2.93 0.55 -2.43  0.03
H: 3.73 4.11 3.70  0.31
H: 3.20 3.82 -0.72  0.26
H: -3.30 -4.76 0.32  0.32
H: 1.97 -1.97 -0.95  0.05
H: -2.53 -1.07 0.06  0.10
H: -3.35 4.32 2.66  0.39
H: -1.44 2.58 2.32  0.34
H: -1.78 5.05 2.53  0.39
H: -2.07 -4.65 -1.86  0.44
H: 0.82 -4.67 2.25  0.31
H: 2.60 -3.13 3.00  0.46
H: -2.19 -3.60 1.04  0.27
H: -3.62 -3.12 -1.36  0.21
H: 1.24 0.28 0.25  -0.16
H: 0.78 3.64 -0.77  -0.20
H: 3.17 4.72 2.12  0.42
H: 2.63 1.31 2.53  0.21
H: -7.99 -0.32 -1.32  0.39
H: 3.30 3.43 -2.40  0.40
H: 4.86 1.15 3.71  0.26
H: 2.21 -1.83 -2.64  0.48
H: -0.82 -3.66 -1.09  0.11
H: -5.01 0.24 -0.75  -0.11
H: -6.29 2.34 -0.99  0.29
H: 0.28 4.98 -2.53  0.33
H: 0.05 1.42 -0.09  -0.02
H: 1.46 3.59 3.77  0.43
H: 2.47 -5.40 2.01  0.37
H: -2.52 1.45 0.78  0.48
H: 4.03 0.04 -2.14  0.29
H: 2.44 -4.91 -0.06  0.27
H: 5.77 -0.26 3.96  0.38
H: 3.71 -0.99 2.89  0.20
H: -3.12 1.06 -4.12  0.41
H: -4.60 -1.02 -3.39  -0.14
H: -0.57 -0.84 -0.98  0.30
H: 5.03 -1.15 1.71  0.37
H: 6.09 0.82 2.48  0.34
H: 2.76 2.17 -1.24  -0.05
H: 0.73 2.92 -2.40  0.33
H: -6.97 -1.58 -0.51  0.31
H: -1.16 3.31 0.72  0.05
H: -6.38 0.68 0.26  0.45
H: -1.73 0.16 -3.59  0.32
H: 4.00 0.16 0.51  0.17
H: 4.10 3.16 2.21  0.19
H: 0.22 0.84 1.59  0.35
H: 1.79 -2.37 1.64  0.08

spin multiplicity	2
charge	+1
HOMO level (alpha / beta)	-0.4497 / -0.4418	Eh
HOMO-LUMO gap (alpha / beta)	9.810 / 2.786	eV
⟨S²⟩	0.75

No. 3
# C20H60O10

10 unconnected molecules or ions with the total composition C20H60O10 at a distorted geometry (ωB97M-V/def2-TZVPD, the OMol25 dataset).

Each line ends with the Mulliken charge.
Cartesian coordinates (Å):
O: -3.97 3.37 -2.44  -0.54
O: 3.40 -0.08 1.35  -0.37
O: 0.81 -1.14 -4.26  -0.55
O: 0.63 0.40 0.86  0.19
O: -3.13 -4.10 1.99  -0.52
O: 1.14 -4.46 0.03  -0.58
O: 0.07 1.18 3.41  -0.11
O: -6.06 -2.15 -4.63  -0.52
O: 5.01 3.86 -2.13  -0.53
O: -0.66 5.07 2.12  -0.49
C: -4.40 2.27 -1.58  0.51
C: 4.02 0.69 2.38  -0.18
C: -4.11 -1.48 -3.35  -0.48
C: 3.15 -3.45 0.94  -1.23
C: -1.28 0.70 -0.51  -1.06
C: 0.74 0.33 4.33  0.11
C: 0.67 -2.36 -3.54  0.19
C: 1.47 3.92 1.91  -0.26
C: 0.17 4.45 1.20  0.17
C: 1.14 1.19 5.57  -1.32
C: 0.17 0.27 -0.42  0.74
C: -5.50 -1.10 -3.88  -0.31
C: -5.86 1.92 -1.85  -0.97
C: 3.33 2.24 -1.56  -0.49
C: 1.65 -3.31 0.72  0.81
C: 4.73 2.48 -2.14  -0.44
C: 0.40 -3.43 -4.58  -1.20
C: -2.05 -2.06 2.30  -0.40
C: 5.08 -0.20 3.09  -1.29
C: -2.83 -3.18 2.99  -0.57
H: -1.90 0.14 0.18  0.18
H: 3.14 1.24 -1.16  0.00
H: 0.25 0.84 2.53  0.63
H: 1.56 -1.11 -4.87  0.30
H: 0.02 -0.45 4.54  0.41
H: 0.23 -4.32 -0.22  0.31
H: 5.60 4.10 -2.84  0.32
H: 2.15 3.33 1.29  -0.04
H: -0.52 -3.20 -5.12  0.29
H: 1.77 2.03 5.28  0.33
H: 1.57 0.24 0.90  -0.05
H: -3.84 2.96 -3.30  0.33
H: -3.75 -2.81 3.44  0.34
H: 0.19 1.49 6.00  0.39
H: 0.44 5.22 0.48  0.34
H: 1.59 -2.58 -3.01  0.15
H: 4.74 2.16 -3.18  0.33
H: 2.55 2.35 -2.32  0.43
H: 3.55 -2.52 1.34  0.18
H: -2.21 -3.65 3.76  0.35
H: 3.30 1.13 3.06  0.10
H: 4.68 -1.14 3.48  0.30
H: 5.88 -0.52 2.42  0.34
H: -2.64 -1.64 1.49  0.18
H: -6.19 1.14 -1.17  0.33
H: 0.79 0.91 -1.05  -0.02
H: 4.05 -0.31 0.68  0.20
H: -3.74 1.41 -1.73  -0.48
H: -1.35 1.76 -0.26  0.05
H: -3.38 -1.64 -4.14  0.30
H: -4.09 -2.42 -2.80  0.38
H: -5.47 -0.15 -4.41  0.28
H: 3.15 2.97 -0.77  0.09
H: 1.72 0.58 6.26  0.40
H: -1.62 0.59 -1.54  0.37
H: 0.33 -0.79 -0.65  -0.32
H: -6.47 2.81 -1.67  0.32
H: 1.45 -2.47 0.06  -0.41
H: 3.41 -4.32 1.54  0.37
H: -3.75 -0.74 -2.63  -0.15
H: 5.47 1.88 -1.60  0.24
H: 3.60 -3.57 -0.05  0.36
H: -6.03 1.54 -2.85  0.16
H: 1.13 3.35 2.78  -0.06
H: 1.10 -3.14 1.65  0.12
H: 2.03 4.77 2.29  0.47
H: -0.36 3.67 0.67  -0.30
H: -4.09 2.50 -0.55  0.33
H: 1.64 -0.14 3.93  0.15
H: -1.11 -2.46 1.90  0.09
H: -1.28 4.40 2.41  0.34
H: 0.16 -4.36 -4.05  0.34
H: -0.13 -2.23 -2.82  0.11
H: -1.82 -1.34 3.09  0.16
H: -6.93 -1.88 -4.93  0.31
H: 1.29 -3.63 -5.18  0.39
H: -3.57 -4.85 2.40  0.31
H: 5.51 0.40 3.89  0.44
H: -6.14 -0.94 -3.02  0.24
H: 4.41 1.56 1.85  0.38

spin multiplicity	2
charge	+1
HOMO level (alpha / beta)	-0.4345 / -0.4345	Eh
HOMO-LUMO gap (alpha / beta)	9.541 / 2.597	eV
⟨S²⟩	0.76